# 1
# C27H34BrCdN8O4S

A structure of composition C27H34BrCdN8O4S (the ωB97M-V functional and the def2-TZVPD basis, the Open Molecules 2025 dataset).

CARTESIAN COORDINATES (ANGSTROEM)
Cd 0.081 0.158 0.375
Br 6.646 -1.088 -1.001
C 4.814 -0.778 -0.673
C 3.984 -1.844 -0.370
C 2.637 -1.604 -0.125
C 2.091 -0.318 -0.176
C 2.964 0.726 -0.491
C 4.316 0.512 -0.736
H 4.385 -2.848 -0.327
H 2.013 -2.460 0.103
H 2.601 1.748 -0.548
H 4.975 1.336 -0.974
N -7.434 -0.826 0.111
C -6.297 -0.691 0.033
C -4.869 -0.514 -0.063
C -4.013 -1.587 0.137
C -2.652 -1.363 0.052
N -2.126 -0.161 -0.212
C -2.963 0.864 -0.421
C -4.337 0.736 -0.357
H -4.394 -2.573 0.357
H -1.955 -2.178 0.199
H -2.505 1.819 -0.637
H -4.979 1.587 -0.531
C -1.629 3.297 4.609
C -2.473 2.800 3.455
N -1.772 1.708 2.793
C -0.819 0.906 3.345
N -0.276 -0.021 2.587
C 0.661 -0.953 3.220
C 1.480 -0.265 4.293
C 0.534 0.334 5.308
N -0.491 1.134 4.636
C -1.225 2.103 5.449
H -2.194 4.009 5.209
H -0.738 3.807 4.235
H -2.647 3.594 2.726
H -3.446 2.462 3.823
H -2.127 1.386 1.912
H 1.319 -1.349 2.446
H 0.115 -1.802 3.645
H 2.089 0.519 3.837
H 2.153 -0.968 4.785
H 1.060 0.988 6.004
H 0.054 -0.454 5.898
H -0.567 2.402 6.263
H -2.107 1.633 5.897
C 0.337 6.784 -5.680
C -0.075 7.703 -4.536
S -1.443 7.115 -3.586
O -2.561 6.907 -4.466
O -1.558 7.941 -2.413
C -0.962 5.494 -3.023
C 0.236 5.537 -2.083
N 0.204 4.467 -1.064
C -0.040 3.152 -1.276
N -0.036 2.472 -0.137
C 0.249 3.368 0.857
C 0.401 4.589 0.300
N 0.755 5.795 1.015
O 1.158 6.752 0.385
O 0.608 5.749 2.219
C -0.228 2.518 -2.610
H 0.973 7.330 -6.374
H -0.533 6.431 -6.233
H 0.906 5.923 -5.326
H -0.446 8.661 -4.907
H 0.730 7.905 -3.828
H -0.826 4.867 -3.900
H -1.866 5.178 -2.497
H 0.225 6.471 -1.535
H 1.183 5.476 -2.621
H 0.354 3.096 1.892
H -1.202 2.745 -3.044
H -0.142 1.440 -2.487
H 0.541 2.840 -3.313

For the gap between HOMO and LUMO, the calculation gives 7.10 eV. The value obtained for the energy above the lowest of the compared OMol25 structures with the same formula, charge and spin is 9.4 kcal/mol. Its total charge is +1.

Which charges does Mulliken predict for the atoms? In e, they are: 1.653, -0.169, 0.117, -0.653, 0.159, -0.633, 0.234, -0.735, 0.411, 0.435, 0.221, 0.423, -0.379, -0.230, 0.679, -0.703, -0.357, -0.417, -0.374, -0.734, 0.505, 0.406, 0.524, 0.526, -0.569, -0.641, 0.166, 0.616, -0.551, -0.525, -0.689, -0.658, 0.062, -0.727, 0.392, 0.187, 0.387, 0.391, -0.246, 0.149, 0.308, 0.248, 0.400, 0.439, 0.292, 0.444, 0.233, -1.134, -0.523, 1.236, -0.667, -0.666, -0.622, -0.957, 0.375, 0.156, 0.628, -1.055, 0.019, 1.018, -0.633, -0.590, -1.706, 0.382, 0.321, 0.256, 0.484, 0.390, 0.501, 0.302, 0.633, 0.050, 0.670, 0.370, 0.272, 0.472



# 2
# C27H34F3Ge2MgN4O4S

A structure of composition C27H34F3Ge2MgN4O4S in a non-equilibrium geometry (the ωB97M-V functional and the def2-TZVPD basis, the Open Molecules 2025 dataset).

CARTESIAN COORDINATES (ANGSTROEM)
Mg 1.686 0.500 -0.594
C -0.383 3.647 3.558
C 0.061 2.306 2.991
Ge -1.389 1.266 2.071
C -2.911 1.041 3.412
C -3.783 2.258 3.698
C -2.099 2.435 0.643
C -1.668 2.808 -0.571
Ge -0.311 1.624 -1.568
C -1.622 0.316 -2.521
C -2.847 0.762 -3.315
C 0.665 2.588 -3.082
C 0.086 3.226 -4.339
C -2.272 4.009 -1.169
C -2.507 4.092 -2.538
C -3.104 5.204 -3.101
C -3.490 6.270 -2.305
C -3.246 6.216 -0.943
C -2.642 5.106 -0.384
H 0.481 4.186 3.942
H -1.088 3.507 4.376
H -0.860 4.254 2.790
H 0.467 1.696 3.797
H 0.860 2.465 2.269
H -2.472 0.704 4.354
H -3.551 0.225 3.068
H -3.207 3.045 4.176
H -4.609 1.987 4.357
H -4.205 2.662 2.781
H -2.924 3.006 1.069
H -1.982 -0.358 -1.736
H -0.973 -0.256 -3.194
H -3.490 1.400 -2.714
H -3.434 -0.109 -3.620
H -2.570 1.297 -4.221
H 1.336 1.789 -3.414
H 1.312 3.316 -2.586
H -0.608 2.556 -4.841
H 0.897 3.436 -5.039
H -0.422 4.164 -4.131
H -2.213 3.256 -3.148
H -3.278 5.230 -4.168
H -3.958 7.141 -2.744
H -3.542 7.042 -0.310
H -2.437 5.088 0.676
C -0.905 -0.665 1.666
C 0.210 -1.271 2.444
C 0.333 -1.088 3.819
C 1.355 -1.680 4.532
C 2.287 -2.487 3.879
C 2.185 -2.671 2.499
C 1.159 -2.068 1.801
C 3.294 -3.148 4.612
N 4.089 -3.719 5.214
H -1.822 -1.227 1.862
H -0.682 -0.746 0.604
H -0.382 -0.467 4.342
H 1.452 -1.527 5.598
H 2.906 -3.287 1.980
H 1.082 -2.226 0.736
F 5.483 -1.113 -1.586
C 4.490 -0.430 -1.001
F 5.030 0.332 -0.051
F 3.707 -1.345 -0.391
S 3.478 0.600 -2.199
O 4.340 0.853 -3.304
O 3.097 1.727 -1.392
O 2.377 -0.311 -2.459
N 4.390 2.349 4.916
C 4.004 1.637 4.094
N 3.610 0.754 3.252
C 2.952 0.734 2.202
N 2.286 0.535 1.256
O 0.489 -1.992 -1.380
H 1.281 -1.811 -1.897
H -0.239 -1.666 -1.917

For the gap between HOMO and LUMO, the calculation gives 8.03 eV. The value obtained for the energy above the lowest of the compared OMol25 structures with the same formula, charge and spin is 44.2 kcal/mol. Its total charge is -1.

Which charges does Mulliken predict for the atoms? In e, they are: 0.983, -1.390, -0.009, 0.475, -0.816, -1.204, -1.407, 0.332, 1.274, -0.845, -1.335, -0.591, -1.219, 0.128, 0.228, -1.272, -0.414, -0.802, -0.161, 0.443, 0.294, 0.184, 0.392, 0.201, 0.283, 0.467, 0.193, 0.403, 0.277, 0.283, 0.402, 0.691, 0.241, 0.435, 0.234, 0.244, 0.406, 0.222, 0.421, 0.312, 0.479, 0.405, 0.367, 0.412, 0.321, -0.732, 0.020, 0.043, -1.139, 0.692, -0.927, 0.061, -0.086, -0.588, 0.651, -0.012, 0.342, 0.446, 0.492, 0.591, -0.276, 0.613, -0.224, -0.200, 1.038, -0.657, -0.590, -0.662, -0.665, 0.575, -0.628, 0.746, -0.887, -0.717, 0.361, 0.356



# 3
# C27H34F8IInO26PS

A structure of composition C27H34F8IInO26PS (the ωB97M-V functional and the def2-TZVPD basis, the Open Molecules 2025 dataset).

CARTESIAN COORDINATES (ANGSTROEM)
C -2.480 1.876 -3.141
C -3.941 1.579 -2.804
I -4.274 2.168 -0.754
C -4.353 0.141 -3.047
In -6.363 -0.561 -2.407
P -8.094 1.299 -2.889
O -8.212 1.696 -4.462
O -7.687 2.797 -2.361
S -9.856 0.799 -2.155
H -2.209 1.299 -4.027
H -1.808 1.591 -2.336
H -2.315 2.934 -3.344
H -4.582 2.260 -3.362
H -4.223 -0.030 -4.122
H -3.646 -0.520 -2.534
H -6.877 -1.959 -3.326
H -6.408 -0.862 -0.691
H -7.784 2.537 -4.667
H -7.970 2.866 -1.434
C -3.559 2.495 4.664
C -3.788 1.855 3.305
O -2.493 1.377 2.982
C -1.798 1.187 4.119
O -0.759 0.615 4.200
O -2.446 1.748 5.169
F -4.182 2.752 2.381
H -3.264 3.536 4.529
H -4.399 2.413 5.346
H -4.487 1.017 3.297
C 1.933 1.621 2.199
C 1.658 1.081 0.807
O 2.905 0.480 0.463
C 3.564 0.173 1.604
O 4.542 -0.506 1.652
O 2.963 0.732 2.664
F 1.383 2.048 -0.091
H 2.333 2.633 2.138
H 1.076 1.577 2.862
H 0.879 0.320 0.759
C -13.058 -2.716 -2.231
C -13.084 -1.852 -0.982
O -12.597 -2.737 0.004
C -11.852 -3.708 -0.599
O -11.175 -4.489 -0.025
O -12.013 -3.643 -1.940
F -14.345 -1.470 -0.644
H -14.002 -3.259 -2.322
H -12.836 -2.172 -3.143
H -12.452 -0.967 -1.041
C 1.045 5.594 4.974
C -0.302 5.262 5.594
O -1.011 4.715 4.502
C -0.113 4.214 3.605
O -0.385 3.494 2.708
O 1.134 4.636 3.918
F -0.951 6.362 6.042
H 1.019 6.601 4.554
H 1.890 5.481 5.646
H -0.269 4.525 6.399
C 7.564 -0.411 0.462
C 7.273 -1.008 -0.901
O 8.521 -1.582 -1.258
C 9.215 -1.841 -0.120
O 10.202 -2.499 -0.071
O 8.620 -1.258 0.936
F 6.940 -0.074 -1.823
H 7.946 0.605 0.347
H 6.716 -0.428 1.135
H 6.510 -1.787 -0.901
C -8.328 4.028 -7.910
C -6.989 4.122 -8.619
O -6.162 4.705 -7.637
C -6.683 4.419 -6.406
O -6.118 4.558 -5.379
O -7.937 3.927 -6.544
F -7.035 4.933 -9.706
H -8.893 4.949 -8.061
H -8.927 3.165 -8.185
H -6.562 3.164 -8.922
C 12.214 -3.286 2.218
C 12.494 -2.536 3.506
O 13.216 -3.486 4.269
C 13.802 -4.371 3.413
O 14.620 -5.168 3.732
O 13.323 -4.197 2.169
F 11.370 -2.195 4.178
H 11.284 -3.848 2.294
H 12.187 -2.669 1.327
H 13.108 -1.641 3.392
C 9.961 -8.207 0.968
C 11.209 -7.519 1.498
O 10.853 -6.155 1.417
C 9.493 -6.050 1.465
O 8.904 -5.042 1.643
O 8.935 -7.272 1.302
F 12.292 -7.750 0.724
H 10.030 -8.305 -0.117
H 9.747 -9.167 1.426
H 11.463 -7.760 2.532

For the gap between HOMO and LUMO, the calculation gives 6.28 eV. Its total charge is -1.

Which charges does Mulliken predict for the atoms? In e, they are: -1.251, 0.258, -0.048, -1.190, 0.748, 0.239, -0.392, -0.523, -0.518, 0.378, 0.288, 0.365, 0.060, 0.364, 0.350, -0.363, -0.337, 0.296, 0.285, -0.313, 0.279, -0.178, 0.659, -0.571, -0.356, -0.273, 0.170, 0.344, 0.282, 0.291, 0.334, -0.334, 0.625, -0.593, -0.343, -0.300, 0.128, -0.176, 0.320, -0.386, 0.496, -0.322, 0.677, -0.506, -0.322, -0.301, 0.265, 0.277, 0.108, -0.521, 0.292, -0.280, 0.624, -0.393, -0.313, -0.296, 0.301, 0.262, 0.313, -0.206, 0.359, -0.356, 0.668, -0.490, -0.310, -0.289, 0.267, 0.107, 0.284, -0.416, 0.305, -0.319, 0.690, -0.477, -0.317, -0.291, 0.257, 0.272, 0.283, 0.097, 0.338, -0.333, 0.660, -0.535, -0.334, -0.284, -0.036, 0.197, 0.264, -0.446, 0.284, -0.217, 0.581, -0.444, -0.358, -0.279, 0.277, 0.263, 0.306



| no. | LUMO energy (eV) | molar mass (g mol⁻¹) |
| --- | --- | --- |
| 1 | -3.688 | 759.0 |
| 2 | 2.413 | 737.2 |
| 3 | 1.540 | 1231.3 |